256
Properties=species:S:1:pos:R:3:forces:R:3 method="wB97M-V/def2-TZVPD" e_lumo_ev=1.63 gap_ev=3.8 total_energy_ha=-4583.21646 charge=-1
C 1.801726 1.748954 -0.292970 -0.2498 -0.4338 -0.1325
C 0.432041 1.131930 0.082066 -0.2703 -0.2712 0.4443
C -0.566640 1.513426 -1.114361 -0.0581 -0.4135 1.1155
C -1.775098 0.604474 -1.190751 -0.3912 -0.8357 0.4448
C -1.396607 -0.868569 -1.116514 0.4918 0.2300 -0.4448
C -0.609626 -1.244042 0.145981 0.9783 0.2044 -0.8648
N 0.590699 -0.336418 0.227375 -0.0420 -1.2308 -0.9300
O 1.639505 -0.823695 1.109493 -1.4477 1.0777 -0.4915
C -0.129950 -2.711284 -0.131687 0.4473 0.2245 0.8908
C -1.525693 -1.302266 1.381132 0.5551 0.5939 0.8368
C -0.120303 1.794470 1.414949 -0.2409 0.1466 -1.0571
H 1.668255 2.703188 -0.802597 -0.1674 0.4950 0.4844
H 2.285792 1.158075 -1.070556 0.0130 -0.4893 0.2107
H 2.463540 1.816802 0.570454 -0.0192 0.0551 -0.1106
H -0.076540 1.602377 -2.083892 0.3779 -0.5117 0.0088
H -1.034980 2.489470 -0.987507 0.5505 0.5265 0.4991
H -2.376855 0.896597 -2.051372 -0.0126 -0.3405 -0.3735
H -2.454014 0.750468 -0.350592 0.0215 0.4688 0.3558
H -0.726782 -1.087932 -1.947962 0.0636 -0.1196 -0.2288
H -2.227463 -1.571453 -1.177586 -0.4116 0.2206 -0.1307
H 0.753492 -2.832829 -0.758469 -0.0206 0.6730 -0.2242
H -0.913451 -3.327367 -0.572912 -0.3462 0.0806 0.0729
H 0.181339 -3.159864 0.811705 -0.1088 -0.0773 0.0975
H -2.421136 -1.921096 1.323491 0.1133 -0.3623 -0.3697
H -1.870337 -0.329357 1.731498 -0.0190 0.2920 -0.3435
H -0.895617 -1.646935 2.201077 -0.0165 -0.2540 0.1282
H 0.031549 1.234684 2.337813 0.4767 -0.2109 -0.2896
H -1.197264 1.894664 1.279987 -0.2279 0.0718 0.1864
H 0.272309 2.806556 1.513103 0.0772 0.1368 0.1763
C -6.884008 -1.348205 -2.627502 -0.0561 0.2810 0.8827
C -7.952474 -1.003754 -1.593784 1.2174 -0.2808 1.0575
C -7.374569 -0.351508 -0.304602 0.0718 -0.8240 -0.4535
O -8.317869 -0.455230 0.753499 -0.3762 -0.6540 -0.2655
C -8.023187 0.221660 1.971606 0.4722 -0.1822 -1.2492
N -8.976873 -0.241916 -2.193290 -0.9352 1.1812 -0.4267
H -6.275069 -2.130952 -2.175154 0.0873 -0.2331 -0.5131
H -6.222726 -0.516411 -2.870241 -0.1639 0.1340 -0.1069
H -7.441666 -1.668580 -3.507545 0.5005 -0.2717 -0.1883
H -8.389303 -1.963215 -1.316800 0.2770 -0.3983 0.6541
H -7.012027 0.668233 -0.434196 -0.4426 0.4181 -0.3000
H -6.456346 -0.914616 -0.137679 0.1430 -0.3216 0.6927
H -7.198029 -0.245672 2.509027 0.2196 -0.0587 -0.0186
H -8.901156 0.177606 2.616058 -0.0278 0.2695 -0.2772
H -7.732114 1.216200 1.633579 -0.0870 0.4797 0.8268
H -9.299134 -0.786431 -2.980542 -0.4411 0.2016 -0.1887
H -9.724133 -0.199086 -1.515154 -0.4212 0.2617 -0.1228
C -4.918827 9.387626 -4.818667 0.4304 -0.3588 0.0464
C -5.747849 8.360939 -3.984919 0.5471 2.2195 0.0955
C -5.129882 8.004789 -2.613881 -1.0759 -1.0142 -1.6313
O -5.823825 6.841468 -2.184806 -0.0609 0.5447 0.1836
C -5.267514 6.366459 -0.977918 -1.0913 -1.1080 -0.7502
N -7.064384 9.001427 -3.778560 -0.0961 -0.5578 -0.5186
H -5.285576 9.451100 -5.843151 -0.2681 -0.2643 -0.0524
H -3.889944 9.038768 -4.906952 0.1542 -0.0324 0.0239
H -4.889841 10.429954 -4.501186 -0.2049 -0.1800 0.6662
H -5.818459 7.533013 -4.690358 0.0831 -0.7434 0.6794
H -5.339242 8.775431 -1.872015 0.5497 0.4646 -0.1582
H -4.088373 7.713575 -2.750100 0.3576 0.5229 0.2392
H -5.311319 7.088191 -0.162265 0.3976 0.2051 -0.0427
H -4.290926 5.946672 -1.219042 0.3594 0.2061 0.6015
H -5.944027 5.546556 -0.736669 0.2661 -0.1759 0.4349
H -7.512731 8.816324 -4.664459 -0.5048 0.5836 -0.3206
H -7.651489 8.465885 -3.155191 0.1872 -0.3291 0.4968
C 4.222120 -7.971617 -0.302426 0.7665 -0.4574 0.0937
C 5.200320 -8.032559 -1.501209 -1.7201 1.6020 -0.2682
C 4.427141 -8.098757 -2.844405 1.0234 -1.2918 1.3893
O 3.759795 -9.326492 -2.821201 -0.8166 -0.8757 -0.4192
C 3.424371 -9.765665 -4.110956 0.4581 0.0056 -0.6869
N 5.977467 -6.793480 -1.567328 0.8686 0.0469 0.0358
H 4.023256 -8.955548 0.122332 -0.3321 -0.2035 -0.4973
H 3.287737 -7.486853 -0.585326 0.0457 0.0578 0.1911
H 4.699614 -7.478521 0.544306 -0.0221 0.5179 -0.2128
H 5.852769 -8.900582 -1.406561 0.1090 0.1423 -0.1590
H 5.220934 -8.094079 -3.591384 -0.1188 0.0246 -0.6094
H 3.725510 -7.281907 -3.013441 0.0473 0.3203 0.1543
H 4.324636 -10.034314 -4.663636 0.4059 -0.0343 -0.0911
H 2.971496 -8.968007 -4.699825 -0.4416 0.0789 0.0090
H 2.812196 -10.666987 -4.141231 -0.2516 0.2345 0.5785
H 5.405529 -5.986809 -1.772915 -0.6792 0.1561 0.5657
H 6.513914 -6.814551 -2.422839 0.6421 -0.2705 -0.0822
C -4.904810 3.947954 6.777987 1.0876 0.0008 1.6782
C -3.378943 4.257574 6.568527 -0.8550 -0.4002 -1.4052
C -2.421372 3.022059 6.792803 -1.9953 1.0483 0.4834
O -2.613860 2.673456 8.169309 1.3912 -0.4745 0.7354
C -1.615245 3.261665 9.012853 0.0682 0.7453 -0.0967
N -3.261216 4.762601 5.185636 0.8987 -0.2750 0.0604
H -5.100327 3.780605 7.837159 0.0214 -0.1308 0.2274
H -5.287398 3.050907 6.291127 0.1696 0.2297 -0.5264
H -5.455202 4.861669 6.553664 -0.1430 -0.2110 -0.4369
H -3.118844 5.076506 7.239208 0.2063 -0.1076 0.1151
H -1.380183 3.165842 6.504113 0.0124 0.3909 0.2156
H -2.803205 2.198751 6.189092 -0.0305 -0.1705 0.0435
H -0.584642 3.048667 8.728968 -0.0109 -0.1557 -0.6081
H -1.613676 3.014344 10.074418 -0.9596 -0.8076 -0.1336
H -1.743079 4.343926 9.034553 0.1042 0.2956 -0.2909
H -3.904497 5.520590 5.007471 -0.0462 0.1624 0.2266
H -3.570453 4.021057 4.573599 0.0884 -0.1662 -0.2991
C 1.373303 8.142299 -5.088346 0.6686 0.3049 0.2242
C 1.496174 9.254774 -4.015835 -0.5285 -1.1636 0.7780
C 1.590453 8.664551 -2.569725 -0.4457 0.1489 -0.4751
O 0.369368 8.093396 -2.152904 -1.0675 -0.9036 -0.0916
C 0.389602 7.572508 -0.810087 0.7829 0.9886 -0.3624
N 2.686920 10.080735 -4.209834 0.0384 0.1882 -0.2388
H 1.058547 8.551412 -6.048379 -0.2806 0.0033 0.0415
H 0.746676 7.299458 -4.796698 -0.3861 0.3951 0.1300
H 2.342630 7.684020 -5.284522 0.3067 0.1640 0.1784
H 0.598750 9.873102 -4.035777 -0.3362 -0.0660 -0.0259
H 1.794884 9.485384 -1.882299 0.5204 0.1904 0.1303
H 2.382158 7.915653 -2.548583 0.3097 0.0128 0.1293
H -0.543733 7.168537 -0.417942 -0.3172 0.0751 -0.9269
H 0.613039 8.435308 -0.182599 0.3290 -0.1061 0.4849
H 1.148020 6.797742 -0.697698 0.1809 0.0229 0.0070
H 2.620579 10.880354 -3.596387 0.1033 0.0096 0.5840
H 2.618810 10.548025 -5.102644 0.1108 -0.2912 -0.5597
C -3.649681 -7.497221 2.763201 -0.3641 -0.5624 0.1330
C -4.616454 -8.692816 3.067472 1.0342 1.8406 0.5506
C -6.059010 -8.278773 3.356392 -0.1668 0.0926 1.1277
O -6.850820 -9.313938 4.049852 0.9716 0.9593 -0.9161
C -7.937704 -9.676071 3.243437 0.0564 -1.3865 -0.3501
N -4.589373 -9.611050 1.993885 -0.2818 -1.2752 -1.0005
H -2.688779 -7.838087 2.377740 0.0078 -0.5892 0.1047
H -3.406603 -7.039161 3.721949 -0.2334 0.6286 -0.2327
H -3.964843 -6.822441 1.967308 -0.4950 0.2729 0.3979
H -4.114640 -9.144398 3.923254 -0.6188 -0.0439 0.7635
H -6.570418 -7.970413 2.444532 0.1365 -0.3134 -0.2982
H -6.103176 -7.391360 3.987786 0.2803 -0.0171 0.2594
H -7.588751 -10.117926 2.310116 0.1370 0.5950 -0.6464
H -8.643422 -8.865238 3.062884 -0.0793 -0.0133 0.0393
H -8.415487 -10.572389 3.638964 -0.3670 0.3979 0.8025
H -3.694246 -10.076994 2.035597 0.2560 -0.1120 -0.4073
H -5.242288 -10.332278 2.265250 -0.2669 -0.4638 -0.3272
C -8.186053 -0.273174 10.600370 0.3287 -0.1763 -0.5318
C -7.998806 -0.959158 9.228683 -0.0292 -0.2944 0.4442
C -6.532538 -1.298043 8.858352 -0.1797 -0.7798 -0.3857
O -6.505560 -1.777819 7.455482 -1.2155 -0.1235 1.8362
C -5.277279 -2.218515 6.894377 -0.1255 1.6498 -0.0517
N -8.874540 -2.126608 9.168912 -0.0339 -0.1762 -0.6163
H -7.823068 -0.865942 11.439987 0.6146 0.0050 -0.0899
H -9.235620 -0.146341 10.865727 -0.1323 0.1468 -0.5814
H -7.706722 0.702974 10.526290 0.0647 0.0058 0.5306
H -8.352844 -0.250203 8.480268 -0.0706 -0.0242 -0.1695
H -6.168260 -2.072924 9.532870 -0.1384 -0.6060 -0.0503
H -5.866719 -0.478610 9.129139 0.1642 0.5685 -0.9355
H -4.747875 -3.052171 7.355742 -0.1304 0.1682 0.6212
H -4.753747 -1.262496 6.888763 1.3303 -0.5136 -0.1917
H -5.434647 -2.505867 5.854777 -0.4092 0.0674 0.0642
H -8.631646 -2.618471 8.320869 -0.2111 -0.0740 -0.4450
H -8.665815 -2.813473 9.879365 0.1918 0.1763 0.5354
C -2.381317 3.555051 -6.363624 -0.0517 -0.7126 -0.8926
C -3.290896 2.929102 -7.458354 1.9662 -0.4449 2.0087
C -3.370882 1.352930 -7.316913 1.2624 1.2548 0.1517
O -2.076388 0.690925 -7.380953 -1.1699 1.2217 -0.0646
C -2.125605 -0.708889 -7.235163 0.5540 0.1505 -0.1792
N -4.579213 3.539199 -7.284205 -0.7541 -0.2806 -1.4629
H -2.389116 4.644714 -6.389790 -0.1694 -0.0272 -0.2252
H -1.374785 3.214760 -6.606927 0.1328 -0.0308 0.6906
H -2.735381 3.244015 -5.380766 0.3277 -0.1596 0.1436
H -2.752902 3.143006 -8.381887 -0.7697 0.2941 -0.5025
H -4.027048 1.048888 -8.132453 -0.1808 -0.5845 0.0947
H -3.798164 1.240884 -6.320431 -0.3160 -0.6646 0.0226
H -1.095617 -1.039642 -7.101588 0.0334 0.0666 0.2101
H -2.448880 -1.190377 -8.158069 -0.5292 -0.1118 -0.0195
H -2.704550 -1.015602 -6.364045 -0.2054 -0.0821 -0.0424
H -5.228282 2.999799 -7.839046 -0.5637 0.2178 -0.2065
H -4.945547 3.504891 -6.343606 0.4390 -0.1009 0.3059
C 1.448173 -5.217008 -9.532270 1.1338 1.8204 1.5953
C 0.938876 -6.554156 -9.134465 -0.4283 0.9876 -0.4355
C -0.166074 -6.489696 -8.034918 2.0084 0.2066 -0.6321
O 0.574887 -6.263860 -6.846033 0.4551 -0.4589 -0.0629
C -0.224436 -6.061314 -5.691711 0.2529 0.3728 -1.1885
N 0.527514 -7.041511 -10.418747 -1.1692 -2.2959 -1.0490
H 1.870289 -4.761497 -8.636491 0.2744 0.6653 -0.1698
H 0.710492 -4.550805 -9.979597 -0.3492 -0.0906 0.2295
H 2.219370 -5.331726 -10.293977 0.3126 0.0713 0.2453
H 1.813745 -7.102032 -8.784414 -0.3598 -0.4758 0.2870
H -0.731880 -7.421323 -8.041791 -0.2224 -0.0703 0.2870
H -0.787642 -5.614556 -8.224339 -0.4825 -0.0331 -0.1357
H 0.421946 -5.945639 -4.821708 -0.0564 -0.4676 -0.0700
H -0.912089 -6.906853 -5.674467 -0.3294 0.2157 0.7837
H -0.702179 -5.094066 -5.847569 -0.7067 -0.0335 0.3529
H 1.229562 -6.726000 -11.072707 0.0721 -0.4352 -0.2097
H -0.295269 -6.555762 -10.746120 -0.3906 0.0296 0.1984
C 1.124444 -1.891871 6.429807 0.8045 -1.1965 0.8526
C 2.026746 -3.182971 6.395122 -1.7660 -0.0023 1.9545
C 1.247549 -4.473275 6.044779 0.2160 1.7666 -0.2008
O 2.047960 -5.578330 6.288244 1.5498 1.4596 0.7928
C 1.429645 -6.743034 5.987307 -0.0585 -1.5170 0.3415
N 3.161362 -3.027469 5.596420 0.5441 0.3559 -1.8899
H 0.255666 -2.163746 7.029318 -0.2158 0.3109 -0.0278
H 0.805828 -1.448138 5.486575 0.1487 -0.4657 -0.2607
H 1.692749 -1.133753 6.968689 -0.0767 0.0927 -0.0299
H 2.479311 -3.350585 7.372461 -0.7827 0.0442 0.7795
H 1.098051 -4.430441 4.965927 -0.7508 0.0482 -0.3085
H 0.316809 -4.500469 6.611424 -0.3176 -0.2447 -0.0296
H 2.177765 -7.521274 6.138167 -0.0896 -0.2431 -0.3485
H 1.050210 -6.735771 4.965506 -0.2452 -0.2827 -0.1236
H 0.657004 -6.923404 6.734700 -0.6407 -0.2572 -0.2161
H 2.718419 -2.686553 4.755180 0.8483 0.3018 -1.0491
H 3.420384 -3.981749 5.390631 0.8217 -0.1340 -0.3091
C 12.210043 4.121376 -2.398786 -0.2389 0.9416 0.4425
C 12.092456 2.685189 -2.663707 0.4494 -2.5909 0.4889
C 10.789279 2.242012 -3.278563 -1.2176 0.7060 -1.7774
O 9.662263 2.393597 -2.427253 -0.7967 0.2217 0.5720
C 8.365840 2.046725 -2.984566 0.7603 -0.6276 0.0952
N 13.247195 2.190938 -3.459103 -0.4632 0.0126 -0.3008
H 11.490283 4.344876 -1.611336 0.0773 0.4650 -0.0458
H 11.993673 4.712022 -3.288964 -0.0639 0.0402 -0.0374
H 13.217268 4.373418 -2.067020 -0.0425 0.0760 0.1691
H 12.051536 2.081397 -1.757143 0.3536 0.4564 0.8696
H 10.868009 1.225832 -3.664923 0.0544 -0.3099 0.1384
H 10.593699 2.888527 -4.134051 0.0876 0.0110 -0.5774
H 8.282897 0.961441 -3.042575 0.1506 -0.1789 -0.2859
H 8.140024 2.469050 -3.963724 0.5333 0.1748 -0.2014
H 7.518644 2.327003 -2.358636 0.5812 0.4490 0.5686
H 13.335439 1.191642 -3.341977 -0.2706 -0.2845 -0.1978
H 14.114351 2.527047 -3.065187 -0.0143 0.4516 0.1092
C 3.620137 3.500361 5.435885 1.0508 0.2290 1.1465
C 3.958049 3.998331 6.904456 -0.6995 -2.1093 -0.1231
O 5.282209 3.680006 7.470430 -1.2790 0.8525 -1.2920
O 3.783347 2.081876 5.253318 0.1944 1.2873 0.5299
H 4.236274 4.136877 4.800812 0.3976 -0.4926 -0.5693
H 2.595025 3.779086 5.191820 -0.2038 0.1593 0.4331
H 3.273233 3.449842 7.551188 -0.3706 -0.0215 0.0496
H 3.662266 5.044311 6.985174 0.5109 0.2860 -0.1887
H 5.114170 3.818897 8.405350 0.3660 -0.1207 0.1344
H 3.222457 1.818834 4.519952 0.0061 -0.0985 -0.1554
C 6.689212 6.096936 -0.328020 -1.3407 -0.3143 0.1312
C 6.427075 7.228188 0.641281 0.0464 0.7894 0.1631
O 5.701312 6.866282 1.823167 -0.1370 -0.9456 -0.7867
O 7.769519 5.359434 0.093483 1.6517 -0.7005 0.4782
H 6.828534 6.455363 -1.347933 0.1606 0.6334 -0.0249
H 5.836815 5.422008 -0.405506 -0.6109 0.1639 0.2105
H 5.917919 7.989567 0.050378 -0.4174 0.2456 0.2005
H 7.389536 7.651895 0.928078 0.2187 -0.0182 -0.0438
H 5.626206 7.554613 2.488122 0.3629 0.2941 -0.4229
H 8.029778 4.757371 -0.607490 0.0952 -0.1735 0.0743
C 3.936783 -2.013998 -3.713850 0.0852 -0.4248 0.0437
C 4.653309 -2.530620 -4.982599 0.0973 0.3993 1.5139
O 6.031333 -2.189599 -4.934372 -0.0308 0.1491 -0.6619
O 4.499429 -2.524431 -2.497135 0.4476 -0.6017 -0.8315
H 2.899590 -2.338775 -3.796631 -0.2736 0.3012 0.0485
H 4.036294 -0.930856 -3.643021 -0.3156 0.1433 -0.4842
H 4.163975 -2.051307 -5.830485 0.3099 0.2038 -0.0876
H 4.538059 -3.604792 -5.127434 -0.1148 -0.2191 0.2463
H 6.366697 -2.428252 -4.067091 -0.1203 -0.0767 0.2174
H 3.979038 -2.209098 -1.754598 -0.1760 0.1452 0.1216
C 7.542982 -0.273889 1.506440 1.0752 0.9875 -1.1110
C 9.006379 -0.669946 1.696299 -0.1013 0.2083 0.8796
O 9.510217 -0.151500 2.927584 -0.0314 -0.1832 0.2441
O 6.697534 -0.882303 2.399949 -0.4731 -1.3974 0.9764
H 7.329794 -0.543541 0.472058 -0.2615 -0.0314 -0.2748
H 7.368963 0.795322 1.627295 0.6404 0.4022 -0.3337
H 9.730757 -0.305716 0.967803 -0.7365 0.1292 -0.9003
H 9.064942 -1.758356 1.702016 -0.1314 -0.2617 -0.0018
H 10.436989 -0.401256 2.909996 0.1010 0.1396 0.4251
H 5.822747 -0.952901 2.010918 -0.1342 0.0136 0.0817